Entry 1:
Formula: C48H40F3N3O2PtSb
Source: OMol25
Level of theory: ωB97M-V with the def2-TZVPD basis set

Atoms and positions in Å:
Pt -0.579 -0.836 0.797
C -2.715 2.211 2.858
C -3.153 2.297 1.425
C -3.535 3.505 0.852
C -3.978 3.565 -0.462
C -4.084 2.397 -1.203
C -3.717 1.173 -0.656
C -3.940 -0.128 -1.378
C -3.199 1.138 0.642
N -2.669 -0.072 1.127
C -3.456 -0.868 1.844
O -4.655 -0.721 2.117
C -2.729 -2.073 2.397
C -3.371 -3.018 3.176
C -2.610 -4.015 3.769
C -1.230 -3.997 3.629
C -0.647 -3.017 2.843
N -1.410 -2.130 2.197
C 0.865 -2.841 2.816
O 1.539 -3.632 3.494
N 1.250 -1.784 2.119
C 2.610 -1.435 2.168
C 2.947 -0.228 2.807
C 1.868 0.597 3.451
C 4.279 0.160 2.884
C 5.280 -0.623 2.328
C 4.939 -1.803 1.684
C 3.617 -2.229 1.599
C 3.294 -3.550 0.965
H -2.598 3.205 3.292
H -1.773 1.663 2.958
H -3.457 1.661 3.440
H -3.484 4.411 1.448
H -4.253 4.516 -0.901
H -4.467 2.428 -2.218
H -4.258 0.035 -2.409
H -4.719 -0.699 -0.865
H -3.052 -0.767 -1.366
H -4.439 -2.924 3.306
H -3.086 -4.776 4.375
H -0.572 -4.693 4.127
H 1.481 0.097 4.343
H 1.012 0.724 2.784
H 2.246 1.579 3.740
H 4.531 1.083 3.396
H 6.317 -0.317 2.393
H 5.714 -2.420 1.242
H 4.069 -3.838 0.253
H 2.335 -3.522 0.449
H 3.214 -4.317 1.738
F -1.302 2.910 -6.220
C -0.877 2.455 -5.019
C -1.661 1.557 -4.330
C -1.208 1.102 -3.096
C 0.002 1.536 -2.573
C 0.769 2.441 -3.304
C 0.335 2.911 -4.533
Sb 0.687 0.821 -0.687
C 1.108 2.687 0.234
C 0.206 3.111 1.208
C 0.349 4.343 1.829
C 1.416 5.136 1.461
F 1.574 6.337 2.060
C 2.334 4.751 0.504
C 2.171 3.518 -0.111
C 2.624 0.296 -1.396
C 3.782 0.553 -0.673
C 5.028 0.190 -1.167
C 5.090 -0.445 -2.388
F 6.299 -0.806 -2.875
C 3.963 -0.733 -3.132
C 2.730 -0.353 -2.626
H -2.600 1.220 -4.747
H -1.809 0.389 -2.548
H 1.723 2.785 -2.924
H 0.916 3.615 -5.114
H -0.627 2.471 1.487
H -0.349 4.683 2.582
H 3.157 5.408 0.255
H 2.894 3.207 -0.855
H 3.727 1.017 0.304
H 5.933 0.371 -0.604
H 4.058 -1.240 -4.082
H 1.844 -0.556 -3.215
C -0.226 -2.582 -0.512
C -1.223 -2.681 -1.583
C -2.450 -3.325 -1.364
C -3.417 -3.394 -2.352
C -3.197 -2.821 -3.599
C -1.986 -2.182 -3.839
C -1.020 -2.116 -2.849
H 0.801 -2.496 -0.862
H -0.311 -3.398 0.204
H -2.640 -3.762 -0.389
H -4.356 -3.894 -2.146
H -3.955 -2.871 -4.370
H -1.795 -1.728 -4.805
H -0.082 -1.610 -3.050

Calculated values
E_tot = -2827.1360 hartree
LUMO energy (alpha / beta) = 2.15 / 2.35 eV
spin multiplicity = 1
molar mass = 1064.7 g mol⁻¹
orbital gap (alpha / beta) = 5.96 / 5.90 eV
HOMO (alpha / beta) = -3.804 / -3.544 eV
total charge = -1
relative energy (zero: lowest compared OMol25 entry of this formula, charge and spin) = 14.60 kcal/mol

=====

Entry 2:
Formula: C48H40F8
Source: OMol25
Level of theory: ωB97M-V with the def2-TZVPD basis set

Atoms and positions in Å:
F -16.953 -20.985 -11.654
C -16.491 -21.332 -10.396
C -17.280 -21.953 -9.503
C -16.766 -22.107 -8.206
C -15.462 -21.698 -7.944
C -14.674 -21.100 -8.908
C -15.223 -20.868 -10.130
H -18.335 -22.116 -9.718
H -17.412 -22.426 -7.396
H -15.089 -21.722 -6.927
H -13.703 -20.666 -8.655
H -14.693 -20.267 -10.858
F -15.155 -12.093 -9.971
C -15.232 -10.768 -10.228
C -15.490 -10.437 -11.540
C -15.598 -9.112 -11.845
C -15.589 -8.109 -10.854
C -15.325 -8.536 -9.544
C -15.155 -9.870 -9.214
H -15.520 -11.254 -12.217
H -15.731 -8.872 -12.886
H -15.650 -7.105 -11.184
H -15.241 -7.768 -8.785
H -14.807 -10.183 -8.224
F -19.035 -16.601 -12.626
C -18.664 -15.399 -13.163
C -17.976 -15.457 -14.363
C -17.352 -14.340 -14.846
C -17.554 -13.145 -14.118
C -18.283 -13.073 -12.943
C -18.782 -14.264 -12.395
H -17.851 -16.424 -14.839
H -16.765 -14.304 -15.772
H -17.197 -12.219 -14.557
H -18.395 -12.132 -12.411
H -19.258 -14.302 -11.420
F -17.145 -21.672 -4.798
C -17.218 -20.316 -4.752
C -17.629 -19.649 -5.904
C -17.829 -18.273 -5.760
C -17.514 -17.565 -4.615
C -16.980 -18.288 -3.549
C -16.793 -19.666 -3.606
H -17.909 -20.173 -6.799
H -18.439 -17.778 -6.544
H -17.726 -16.546 -4.500
H -16.643 -17.740 -2.635
H -16.427 -20.274 -2.751
F -11.672 -10.518 -4.674
C -12.621 -11.268 -5.298
C -13.724 -11.683 -4.562
C -14.682 -12.486 -5.190
C -14.504 -12.855 -6.520
C -13.358 -12.430 -7.177
C -12.357 -11.630 -6.607
H -13.760 -11.486 -3.478
H -15.541 -12.904 -4.651
H -15.217 -13.485 -7.051
H -13.236 -12.691 -8.213
H -11.481 -11.345 -7.215
F -19.199 -11.985 -9.138
C -20.265 -12.371 -8.336
C -19.995 -12.935 -7.068
C -21.084 -13.248 -6.257
C -22.374 -12.955 -6.665
C -22.575 -12.565 -8.003
C -21.544 -12.229 -8.821
H -18.980 -13.097 -6.837
H -20.910 -13.664 -5.283
H -23.197 -13.186 -5.990
H -23.564 -12.500 -8.448
H -21.718 -11.925 -9.830
F -12.594 -14.339 -16.606
C -12.692 -13.584 -15.454
C -12.309 -12.246 -15.545
C -12.380 -11.461 -14.395
C -12.804 -12.038 -13.208
C -13.387 -13.307 -13.158
C -13.265 -14.086 -14.300
H -12.109 -11.809 -16.499
H -12.133 -10.439 -14.424
H -12.822 -11.417 -12.320
H -13.862 -13.717 -12.272
H -13.789 -15.032 -14.421
F -17.113 -15.244 -7.128
C -16.452 -15.557 -8.292
C -16.556 -14.693 -9.352
C -16.058 -15.067 -10.590
C -15.387 -16.304 -10.679
C -15.168 -17.116 -9.578
C -15.715 -16.720 -8.371
H -17.084 -13.767 -9.298
H -16.168 -14.429 -11.437
H -14.986 -16.672 -11.639
H -14.743 -18.113 -9.684
H -15.713 -17.335 -7.453

Calculated values
E_tot = -2651.9457 hartree
SMILES = Fc1ccccc1.Fc1ccccc1.Fc1ccccc1.Fc1ccccc1.Fc1ccccc1.Fc1ccccc1.Fc1ccccc1.Fc1ccccc1
LUMO energy = 0.57 eV
spin multiplicity = 1
molar mass = 768.8 g mol⁻¹
orbital gap = 9.81 eV
HOMO = -9.240 eV
relative energy (zero: lowest compared OMol25 entry of this formula, charge and spin) = 29.43 kcal/mol

=====

Entry 3:
Formula: C48H41BrF4HfNP2SeTe2
Source: OMol25
Level of theory: ωB97M-V with the def2-TZVPD basis set

Atoms and positions in Å:
Hf -1.539 0.711 -0.372
F -0.910 5.296 -6.396
C -0.523 4.371 -5.539
C 0.352 3.372 -5.933
F 0.819 3.354 -7.171
C 0.753 2.402 -5.027
F 1.652 1.511 -5.435
C 0.270 2.369 -3.723
P 0.782 1.112 -2.464
C 2.512 1.718 -2.325
C 3.592 1.079 -2.924
C 4.866 1.610 -2.783
C 5.069 2.770 -2.051
C 3.991 3.407 -1.453
C 2.716 2.882 -1.585
C 0.952 -0.473 -3.357
C 1.603 -1.472 -2.629
C 1.706 -2.758 -3.131
C 1.154 -3.062 -4.367
C 0.506 -2.076 -5.093
C 0.392 -0.789 -4.588
C -0.550 3.428 -3.340
Br -1.028 3.659 -1.522
C -0.955 4.413 -4.222
F -1.736 5.405 -3.816
H 3.454 0.172 -3.495
H 5.704 1.105 -3.245
H 6.066 3.173 -1.939
H 4.140 4.306 -0.869
H 1.887 3.370 -1.085
H 2.047 -1.236 -1.668
H 2.220 -3.521 -2.561
H 1.225 -4.067 -4.760
H 0.082 -2.306 -6.062
H -0.145 -0.046 -5.164
C -5.177 -4.200 3.610
C -3.874 -4.617 3.368
C -2.982 -3.784 2.712
C -3.404 -2.526 2.296
C -4.708 -2.103 2.543
C -5.595 -2.943 3.197
P -2.340 -1.429 1.312
C -0.653 -1.968 1.806
C -0.311 -1.771 3.147
C 0.902 -2.225 3.634
C 1.796 -2.856 2.780
C 1.480 -3.021 1.442
C 0.262 -2.572 0.947
C -2.432 -2.112 -0.380
C -3.105 -3.274 -0.736
C -3.239 -3.600 -2.077
C -2.710 -2.765 -3.048
C -2.043 -1.605 -2.682
C -1.866 -1.252 -1.344
H -5.866 -4.853 4.129
H -3.554 -5.599 3.690
H -1.968 -4.115 2.524
H -5.025 -1.121 2.209
H -6.610 -2.619 3.385
H -1.024 -1.295 3.812
H 1.152 -2.080 4.676
H 2.741 -3.219 3.163
H 2.176 -3.520 0.778
H 0.008 -2.752 -0.091
H -3.555 -3.899 0.024
H -3.788 -4.489 -2.359
H -2.847 -2.995 -4.097
H -1.697 -0.951 -3.465
Se -3.459 1.459 -2.617
C -4.116 0.729 -1.140
N -4.324 0.324 -0.064
C -2.310 4.498 1.726
Te -2.970 2.448 1.688
C -5.018 3.086 1.507
H -2.178 4.886 0.720
H -1.377 4.570 2.277
H -3.081 5.074 2.233
H -5.278 3.641 2.405
H -5.650 2.205 1.427
H -5.149 3.711 0.627
C 5.161 -0.360 5.020
C 4.004 0.098 4.177
C 2.886 0.698 4.738
C 1.827 1.156 3.960
C 0.657 1.817 4.638
C 1.898 1.008 2.575
Te 0.369 1.957 1.382
C 2.999 0.386 1.984
C 3.129 0.218 0.500
C 4.032 -0.061 2.797
H 4.982 -0.163 6.076
H 6.073 0.160 4.725
H 5.341 -1.429 4.894
H 2.838 0.830 5.813
H 0.724 1.701 5.718
H -0.289 1.392 4.299
H 0.638 2.884 4.404
H 2.177 -0.093 0.068
H 3.891 -0.522 0.255
H 3.414 1.167 0.045
H 4.890 -0.537 2.334

Calculated values
E_tot = -8549.9025 hartree
LUMO energy = -3.39 eV
spin multiplicity = 1
molar mass = 1362.4 g mol⁻¹
orbital gap = 6.66 eV
HOMO = -10.041 eV
total charge = +1
relative energy (zero: lowest compared OMol25 entry of this formula, charge and spin) = 14.12 kcal/mol